# C25H31F2

A structure of composition C25H31F2 (ωB97M-V with the def2-TZVPD basis set, the OMol25 dataset).

Positions of all 58 atoms, in Å:
C1 -3.168 0.146 2.205
C2 -2.613 -1.190 2.678
C3 -1.483 -1.742 1.771
C4 -0.091 -2.007 2.398
C5 0.750 -0.884 3.082
C6 1.172 0.300 2.271
C7 2.213 0.202 1.361
C8 0.490 1.618 2.418
C9 -1.005 1.533 2.846
C10 -2.090 1.180 1.770
H1 -3.831 -0.009 1.341
H2 -3.804 0.574 2.991
H3 -2.288 -1.126 3.724
H4 -3.450 -1.902 2.672
H5 -1.851 -2.720 1.404
H6 -1.381 -1.124 0.864
H7 -0.244 -2.770 3.187
H8 0.506 -2.508 1.596
H9 0.143 -0.499 3.959
H10 1.595 -1.420 3.500
H11 2.434 1.102 0.802
H12 2.264 -0.881 1.123
H13 0.979 2.298 3.165
H14 0.599 2.145 1.471
H15 -1.090 0.853 3.699
H16 -1.250 2.557 3.204
H17 -1.639 0.871 0.807
H18 -2.647 2.111 1.564
C11 6.630 -0.106 -4.100
C12 5.937 0.055 -2.797
C13 6.492 0.822 -1.771
F1 7.771 1.327 -1.941
C14 5.833 1.074 -0.572
C15 4.638 0.355 -0.255
C16 4.124 0.293 1.156
C17 4.993 0.737 2.271
C18 6.396 0.446 2.198
C19 7.222 0.857 3.236
F2 8.589 0.765 3.049
C20 6.723 1.378 4.430
C21 7.646 1.778 5.515
C22 5.320 1.477 4.580
C23 4.473 1.147 3.525
C24 4.024 -0.364 -1.323
C25 4.658 -0.509 -2.569
H19 5.956 -0.548 -4.850
H20 6.984 0.856 -4.502
H21 7.522 -0.752 -4.040
H22 6.309 1.715 0.183
H23 3.740 -0.861 1.436
H24 6.812 -0.065 1.324
H25 7.075 1.986 6.429
H26 8.376 0.992 5.737
H27 8.226 2.678 5.268
H28 4.889 1.847 5.532
H29 3.369 1.221 3.635
H30 3.045 -0.859 -1.146
H31 4.157 -1.095 -3.363

As for the HOMO-LUMO gap: 6.35 eV. Its net charge is +1. The calculated total energy is -31851.834 eV. Its LUMO energy is -5.30 eV. The value obtained for the HOMO energy is -0.42806 Ha.

***

# C48H112N4O10S6

A cluster of 10 separate species, C48H112N4O10S6 in total (ωB97M-V with the def2-TZVPD basis set, the OMol25 dataset).

Positions of all 180 atoms, in Å:
C1 0.443 10.806 -5.413
S1 -0.704 9.574 -4.653
O1 -0.368 8.145 -5.188
C2 -0.048 9.839 -2.953
H1 0.207 10.859 -6.476
H2 1.501 10.542 -5.422
H3 0.494 11.852 -5.109
H4 0.917 9.355 -2.805
H5 -0.713 9.529 -2.147
H6 0.178 10.905 -2.918
C3 -0.034 -6.524 -3.932
S2 -1.472 -7.451 -4.613
O2 -2.226 -8.176 -3.507
C4 -2.490 -6.113 -5.426
H7 0.656 -7.198 -3.425
H8 -0.303 -5.830 -3.136
H9 0.413 -5.927 -4.728
H10 -2.212 -5.091 -5.169
H11 -3.541 -6.175 -5.146
H12 -2.393 -6.076 -6.511
C5 -2.356 -9.171 3.301
S3 -1.514 -10.903 3.335
O3 -1.133 -11.187 4.765
C6 -3.043 -11.890 3.040
H13 -2.973 -9.091 4.196
H14 -3.104 -9.212 2.509
H15 -1.718 -8.290 3.226
H16 -3.817 -11.891 3.807
H17 -2.706 -12.916 2.892
H18 -3.609 -11.571 2.165
C7 4.034 -9.399 9.185
S4 4.483 -8.545 7.561
O4 4.908 -7.116 7.895
C8 6.093 -9.406 7.496
H19 4.793 -9.271 9.957
H20 3.955 -10.468 8.986
H21 3.104 -8.876 9.409
H22 5.941 -10.484 7.431
H23 6.588 -9.237 8.452
H24 6.678 -8.907 6.724
C9 -11.709 4.262 7.144
S5 -10.428 4.654 5.835
O5 -9.330 3.674 6.206
C10 -11.116 3.993 4.321
H25 -11.223 4.313 8.118
H26 -12.239 3.312 7.199
H27 -12.539 4.967 7.203
H28 -12.081 4.466 4.137
H29 -11.396 2.954 4.495
H30 -10.420 4.172 3.502
C11 8.407 6.658 -2.477
S6 9.843 5.825 -1.615
O6 10.880 6.841 -1.251
C12 8.918 5.261 -0.142
H31 7.721 5.837 -2.685
H32 8.642 7.119 -3.437
H33 7.926 7.374 -1.811
H34 9.686 4.690 0.379
H35 8.079 4.590 -0.326
H36 8.702 6.077 0.548
C13 4.485 1.013 10.963
C14 3.688 1.081 12.265
C15 2.794 2.375 12.073
C16 1.713 2.441 13.179
C17 0.860 1.203 12.986
C18 1.622 -0.158 13.124
N1 2.875 -0.148 12.327
O7 3.492 -1.473 12.331
C19 1.802 -0.414 14.588
C20 0.632 -1.254 12.561
C21 4.661 1.226 13.353
H37 3.870 0.940 10.066
H38 5.255 0.263 10.778
H39 4.913 1.990 10.736
H40 3.408 3.267 12.201
H41 2.290 2.448 11.109
H42 1.191 3.375 12.972
H43 2.084 2.584 14.194
H44 0.366 1.169 12.015
H45 0.034 1.313 13.690
H46 2.782 -0.845 14.794
H47 1.773 0.499 15.183
H48 1.005 -1.061 14.954
H49 0.450 -1.277 11.487
H50 0.984 -2.239 12.870
H51 -0.391 -1.060 12.881
H52 4.206 1.262 14.343
H53 5.268 2.123 13.231
H54 5.339 0.374 13.392
H55 3.363 -1.720 11.412
C22 -8.432 4.932 -8.865
C23 -7.628 3.984 -8.018
C24 -8.533 3.007 -7.356
C25 -8.931 1.760 -8.198
C26 -7.649 1.082 -8.839
C27 -6.617 2.032 -9.517
N2 -6.498 3.335 -8.721
O8 -5.597 4.273 -9.238
C28 -5.281 1.302 -9.617
C29 -7.292 2.278 -10.946
C30 -7.018 4.757 -6.831
H56 -9.066 5.695 -8.412
H57 -9.066 4.435 -9.600
H58 -7.803 5.612 -9.438
H59 -8.268 2.620 -6.373
H60 -9.477 3.517 -7.166
H61 -9.544 2.121 -9.024
H62 -9.439 0.968 -7.646
H63 -7.927 0.283 -9.527
H64 -7.169 0.578 -8.000
H65 -5.266 0.648 -10.489
H66 -4.531 2.059 -9.848
H67 -5.058 0.770 -8.692
H68 -8.325 2.625 -10.929
H69 -6.666 2.963 -11.517
H70 -7.231 1.343 -11.504
H71 -6.435 5.599 -7.205
H72 -6.381 4.055 -6.293
H73 -7.734 5.235 -6.163
H74 -4.936 4.238 -8.542
C31 -3.099 -0.028 -0.059
C32 -2.301 0.611 1.033
C33 -2.858 0.037 2.443
C34 -1.998 0.230 3.657
C35 -0.552 -0.241 3.388
C36 0.058 0.270 2.100
N3 -0.916 0.177 0.992
O9 -0.341 0.322 -0.272
C37 0.589 1.717 2.230
C38 1.232 -0.781 1.823
C39 -2.479 2.104 0.934
H75 -2.844 -1.078 -0.207
H76 -2.899 0.437 -1.024
H77 -4.176 -0.010 0.105
H78 -3.854 0.444 2.617
H79 -2.969 -1.045 2.370
H80 -2.391 -0.404 4.451
H81 -2.046 1.221 4.110
H82 -0.547 -1.330 3.446
H83 0.102 0.081 4.198
H84 1.557 1.711 2.730
H85 0.700 2.073 1.206
H86 -0.134 2.398 2.679
H87 1.804 -0.907 2.742
H88 0.685 -1.717 1.710
H89 1.883 -0.646 0.959
H90 -1.844 2.750 1.539
H91 -3.483 2.465 1.158
H92 -2.158 2.539 -0.012
H93 -0.406 1.276 -0.354
C40 5.859 -4.707 -8.452
C41 6.221 -3.223 -8.796
C42 4.898 -2.647 -9.197
C43 4.952 -1.111 -9.331
C44 5.221 -0.567 -7.888
C45 6.622 -1.082 -7.290
N4 6.759 -2.554 -7.557
O10 7.994 -3.068 -7.104
C46 7.788 -0.293 -7.952
C47 6.516 -0.896 -5.790
C48 7.319 -3.123 -9.934
H94 6.788 -5.273 -8.526
H95 5.107 -5.130 -9.118
H96 5.477 -4.845 -7.441
H97 4.588 -2.977 -10.189
H98 4.100 -2.979 -8.534
H99 3.946 -0.842 -9.652
H100 5.685 -0.692 -10.021
H101 4.371 -0.846 -7.264
H102 5.224 0.522 -7.861
H103 7.905 0.582 -7.313
H104 8.725 -0.846 -7.883
H105 7.592 -0.068 -9.001
H106 7.444 -1.049 -5.239
H107 5.988 -0.004 -5.452
H108 5.734 -1.586 -5.476
H109 6.885 -2.912 -10.911
H110 7.805 -4.087 -10.084
H111 8.231 -2.551 -9.763
H112 7.695 -3.285 -6.218

As for the HOMO-LUMO gap: 8.43 eV. The calculated total energy is -143023.352 eV. Its LUMO energy is 0.41 eV. The value obtained for the HOMO energy is -0.29489 Ha.

***

ΔE to the lowest compared entry with this formula, charge and spin
In order: 358.8 477.1
Unit: kJ/mol